Density functional theory data (wB97M-V/def2-TZVPD) for a 4-piece molecular cluster, C34H72N4O8S overall in a non-equilibrium geometry.

Summary:
HOMO energy: -9.129 eV
Kohn-Sham gap: 8.9399 eV
E_LUMO: -0.0070 Eh
Energy relative to the best compared isomer or geometry (same formula, charge and spin): 0.000 eV
SMILES: CCCCCCCCCCCCC[C@@]1(CCOC=O)OC(=O)O[C@@]1(S)N=C(C)C.COC[C@@H](C)N.COC[C@@H](C)N.COC[C@@H](C)N
Molar mass: 697.037 g mol⁻¹

Last column: Mulliken charge in e.
CARTESIAN COORDINATES (ANGSTROEM)
C (-4.10804, -6.95031, 2.14030)  -1.212
C (-4.70534, -5.77718, 1.34014)  -0.625
C (-3.67887, -4.68761, 0.97369)  -0.230
C (-3.72017, -4.29074, -0.51417)  -0.722
C (-3.19579, -5.44341, -1.36683)  -0.480
C (-2.99760, -5.09573, -2.84414)  -1.161
C (-1.56466, -4.73792, -3.28369)  -0.755
C (-0.45719, -5.66548, -2.74642)  -1.110
C (0.55168, -5.02812, -1.77379)  -0.462
C (-0.00762, -3.94665, -0.85527)  0.523
C (0.56537, -3.96747, 0.56083)  -1.342
C (-0.25898, -3.04705, 1.47190)  0.141
C (-0.14738, -1.57589, 1.09675)  -1.505
C (-1.26347, -0.72895, 1.73324)  1.636
C (-2.32777, -0.61771, 0.62018)  -0.347
C (-3.76265, -0.42782, 1.11935)  -1.124
O (-4.43682, 0.58922, 0.32974)  -0.270
C (-5.32012, 0.09345, -0.55808)  0.071
O (-5.09076, -0.80539, -1.33862)  -0.443
O (-1.87003, -1.37606, 2.83114)  -0.599
C (-1.96563, -0.54635, 3.90799)  0.595
O (-2.64174, -0.77620, 4.89894)  -0.634
O (-1.19117, 0.52182, 3.69104)  -0.354
C (-0.77633, 0.66754, 2.26904)  0.772
S (-1.69759, 2.17099, 1.75015)  -0.057
N (0.60011, 0.89031, 2.32557)  -0.423
C (1.18128, 1.99063, 1.99056)  0.436
C (1.76462, 2.85287, 3.05474)  -1.320
C (1.35558, 2.42284, 0.56853)  -0.882
H (-4.24717, -7.90342, 1.63921)  0.284
H (-4.59688, -7.06163, 3.10370)  0.329
H (-3.04735, -6.83633, 2.34539)  0.346
H (-5.19451, -6.18671, 0.46473)  0.348
H (-5.44014, -5.30950, 1.98650)  0.456
H (-2.69322, -5.09885, 1.18791)  0.065
H (-3.80439, -3.81234, 1.60568)  0.228
H (-3.11782, -3.38975, -0.60648)  0.091
H (-4.76248, -4.06682, -0.72864)  0.514
H (-2.31171, -5.85100, -0.88307)  0.426
H (-3.94678, -6.22828, -1.31757)  0.525
H (-3.30888, -5.95360, -3.43931)  0.401
H (-3.67030, -4.28755, -3.11789)  0.359
H (-1.38850, -3.68321, -3.08383)  0.387
H (-1.55339, -4.83343, -4.36679)  0.464
H (0.11190, -6.02005, -3.60046)  0.442
H (-0.93558, -6.53921, -2.31400)  0.550
H (0.93439, -5.83494, -1.14866)  -0.039
H (1.41692, -4.68071, -2.32723)  0.406
H (-1.09072, -3.96807, -0.78611)  -0.413
H (0.23909, -2.98439, -1.30138)  0.272
H (1.61118, -3.67164, 0.60023)  0.335
H (0.43768, -4.97435, 0.95341)  0.502
H (-1.29625, -3.35482, 1.34953)  -0.081
H (0.03509, -3.16363, 2.50801)  0.467
H (-0.19413, -1.39569, 0.03006)  0.033
H (0.83277, -1.22156, 1.41459)  0.674
H (-2.10618, 0.19395, -0.06225)  0.554
H (-2.32777, -1.52430, 0.02398)  -0.306
H (-3.81922, -0.07315, 2.14055)  0.393
H (-4.32063, -1.35311, 1.05104)  0.378
H (-6.29891, 0.58493, -0.52897)  0.397
H (-2.90733, 1.98730, 2.29328)  0.152
H (0.94712, 3.38362, 3.53615)  0.261
H (2.48623, 3.56363, 2.66410)  0.420
H (2.22161, 2.22246, 3.80924)  0.395
H (2.36735, 2.20578, 0.24608)  0.386
H (0.61853, 1.91358, -0.04229)  0.259
H (1.16310, 3.49337, 0.52431)  0.239
C (-1.05834, 7.29421, -0.44673)  -1.672
C (-1.30360, 5.79652, -0.29702)  1.041
C (-2.22468, 5.20372, -1.37385)  -0.726
O (-3.59845, 5.48735, -1.20118)  -0.381
C (-4.01555, 6.75982, -1.65810)  -0.677
N (-1.80370, 5.52790, 1.05425)  -0.603
H (-1.90649, 7.88776, -0.10547)  0.240
H (-0.19681, 7.59624, 0.14885)  0.338
H (-0.85024, 7.55823, -1.48617)  0.354
H (-0.33419, 5.29745, -0.40172)  0.122
H (-2.14687, 4.11408, -1.31981)  0.299
H (-1.89781, 5.49664, -2.38097)  0.422
H (-3.46337, 7.06886, -2.55034)  0.312
H (-3.90833, 7.51650, -0.87731)  0.243
H (-5.07329, 6.68852, -1.91020)  0.247
H (-1.86206, 4.51980, 1.18146)  0.011
H (-2.77057, 5.84035, 1.08697)  0.344
C (7.05131, -6.71443, -1.31375)  -1.404
C (6.22690, -5.72881, -2.13570)  0.351
C (5.01702, -5.15486, -1.38407)  -0.749
O (3.91930, -6.03649, -1.26191)  -0.201
C (4.02052, -6.98350, -0.21521)  -0.856
N (5.83877, -6.37114, -3.39473)  -0.750
H (6.57632, -7.69261, -1.24683)  0.290
H (8.02589, -6.86423, -1.77742)  0.348
H (7.21769, -6.34305, -0.30054)  0.341
H (6.87748, -4.88331, -2.37827)  0.404
H (4.63936, -4.30334, -1.95712)  0.330
H (5.30817, -4.76896, -0.39767)  0.421
H (4.53977, -6.57082, 0.65448)  0.360
H (4.52481, -7.89276, -0.55051)  0.258
H (3.00717, -7.25636, 0.08005)  0.293
H (5.38342, -5.68676, -3.99174)  0.275
H (5.10402, -7.04101, -3.18395)  0.331
C (4.69383, 10.82070, 0.74248)  -1.388
C (4.43964, 9.32358, 0.88621)  0.391
C (3.49893, 8.74923, -0.18306)  -0.794
O (2.12950, 9.04329, 0.00910)  -0.221
C (1.72091, 10.32479, -0.43162)  -0.742
N (3.95992, 9.05372, 2.24470)  -0.729
H (3.85530, 11.41666, 1.10107)  0.286
H (5.56471, 11.10981, 1.32988)  0.351
H (4.88826, 11.09136, -0.29731)  0.343
H (5.40165, 8.81698, 0.76443)  0.393
H (3.56766, 7.65875, -0.13930)  0.340
H (3.81508, 9.04644, -1.19200)  0.395
H (2.26720, 10.63769, -1.32591)  0.342
H (1.84131, 11.07171, 0.35620)  0.262
H (0.65942, 10.26580, -0.67278)  0.224
H (3.89225, 8.04938, 2.38172)  0.249
H (2.99718, 9.37466, 2.30076)  0.324

Atomic forces in eV per Å
-0.21 -0.15 0.14
0.51 0.04 0.76
-0.05 -0.46 -0.52
0.20 -0.43 1.20
-0.73 0.49 -0.13
0.46 -0.43 0.04
-0.29 -0.08 -0.20
-0.06 0.60 -0.28
-0.43 -0.74 0.30
0.81 0.42 -0.11
-0.86 0.35 0.20
0.01 -0.02 -0.83
0.63 0.27 1.02
-0.01 0.27 -2.01
-0.72 -0.12 0.42
0.57 0.46 -0.49
-0.88 -0.35 0.39
0.36 -0.87 -1.25
-0.16 0.71 1.10
-0.40 -0.10 0.95
-0.62 -0.53 1.07
1.54 0.48 -2.10
-0.68 0.25 0.73
-0.10 -1.51 1.14
0.45 0.26 -0.57
-0.97 1.65 0.06
0.38 -0.85 -0.03
0.94 -0.39 -0.19
-1.23 0.50 0.46
0.08 -0.12 -0.20
-0.05 0.03 0.18
0.15 0.08 -0.07
-0.21 0.20 -0.22
-0.46 0.02 -0.20
0.26 0.15 0.05
-0.04 0.12 0.14
-0.05 0.18 -0.45
-0.04 0.27 -0.48
0.27 -0.04 -0.15
-0.04 -0.24 0.08
-0.02 -0.13 -0.07
-0.13 0.16 -0.03
0.29 0.08 0.19
-0.06 0.20 -0.21
0.08 -0.24 -0.10
0.06 -0.16 0.20
0.16 -0.11 0.07
0.12 0.28 -0.06
-0.14 -0.23 -0.02
-0.16 0.21 -0.10
0.25 -0.21 -0.14
0.34 -0.23 0.08
-0.16 -0.09 0.32
-0.11 -0.09 0.24
-0.01 -0.14 -0.23
0.09 0.09 0.10
0.22 0.15 -0.03
0.20 -0.21 -0.03
-0.01 0.07 0.18
-0.10 -0.17 0.02
0.14 0.37 0.02
0.11 -0.35 0.10
-0.26 0.08 -0.05
0.08 0.15 0.06
0.07 -0.04 0.21
0.21 -0.03 -0.06
0.13 -0.18 -0.33
0.26 0.20 -0.25
0.20 0.10 -0.03
-0.27 0.27 0.06
0.16 -0.25 -0.04
0.03 0.08 -0.08
-0.15 -0.07 0.12
0.01 -0.21 -0.14
-0.07 -0.07 -0.02
0.00 -0.02 0.02
-0.02 0.00 0.00
-0.03 -0.08 -0.04
-0.06 -0.01 0.04
0.01 0.11 0.02
0.05 0.02 0.02
0.07 0.08 -0.09
0.01 -0.05 -0.01
0.10 0.21 0.08
0.02 0.10 0.06
0.17 0.05 0.06
-0.09 -0.30 0.08
0.01 0.25 -0.11
0.07 -0.01 0.11
-0.18 -0.07 -0.13
-0.11 0.18 0.01
-0.07 0.02 -0.01
-0.02 -0.01 -0.05
-0.02 -0.01 0.01
-0.06 0.06 0.00
-0.05 -0.03 -0.02
0.06 -0.09 0.03
0.05 0.00 -0.01
0.09 0.00 0.11
-0.02 0.06 -0.01
0.10 0.01 -0.06
0.06 -0.09 0.00
0.16 0.06 -0.06
-0.22 0.24 0.07
0.13 -0.24 -0.02
0.05 0.08 -0.09
-0.19 -0.07 0.13
-0.03 -0.19 -0.12
-0.05 -0.05 -0.01
-0.02 -0.02 0.05
-0.02 0.00 0.00
-0.03 -0.07 -0.03
-0.06 -0.01 0.03
0.01 0.11 0.03
0.05 0.02 0.02
0.07 0.08 -0.08
0.01 -0.05 -0.02
0.10 0.00 0.06
0.02 0.09 0.05